(1)
ORCA calculation (the ωB97M-V functional and the def2-TZVPD basis) on a 9-piece molecular cluster, C21H20Cl27F2NO6 overall.

Structure (XYZ):
```
77
Properties=species:S:1:pos:R:3:forces:R:3
C -3.046870 -3.092835 1.082377 0.3 0.6 -0.4
C -2.681606 -2.080048 -0.111362 -0.2 2.1 1.9
Cl -2.413563 -2.702099 -1.795275 -0.7 0.7 2.8
C -2.612515 -0.705344 0.187215 1.2 -2.2 -1.1
Cl -2.928917 -0.203844 1.937422 0.4 -0.3 -2.5
C -2.291195 0.416333 -0.932694 -0.9 -0.2 -0.4
C -3.702430 0.608812 -1.655649 -2.0 0.3 0.3
C -4.437464 1.994694 -1.474115 -1.5 1.3 0.5
O -5.561813 2.180333 -0.988828 3.0 -1.3 -1.2
O -1.439203 -0.031820 -2.048926 -0.3 -0.5 -0.8
C -1.036417 1.072361 -2.794371 -0.2 0.6 0.3
O -1.037568 1.230062 -4.001655 0.4 -0.6 4.1
O -0.640491 1.970951 -1.753447 -1.9 -0.2 -1.7
C -1.339139 1.610262 -0.516053 3.2 0.3 0.2
C -0.091628 1.213454 0.428222 0.6 -1.3 0.8
C 1.184741 0.652674 -0.361293 1.0 0.1 0.7
C 2.296028 1.786659 -0.673472 -0.1 -0.4 0.9
Cl 2.456086 2.144065 -2.472097 -0.2 -0.1 1.2
N -1.846130 2.931784 -0.064701 0.3 1.1 0.7
C -2.301627 2.980267 1.317455 -4.6 0.0 1.7
O -3.507431 2.853094 1.531965 4.3 0.3 -0.6
F -1.492557 3.201023 2.436281 -0.5 -0.4 -2.8
C -1.006141 4.053001 -0.447095 2.5 2.0 0.1
O -0.035592 4.490884 0.143469 -3.0 -1.5 -1.4
F -1.399620 4.753771 -1.616570 0.1 -2.1 2.2
H -4.145723 -2.945904 1.372951 1.8 -0.6 -0.7
H -2.795718 -4.151068 0.795554 -0.5 1.1 0.2
H -2.447234 -2.832017 2.024893 -0.7 -0.3 -1.6
H -4.408253 -0.192414 -1.242796 0.9 1.2 -0.5
H -3.663727 0.397199 -2.783802 0.4 0.5 1.6
H -3.900050 2.931686 -1.877065 -0.3 -1.3 0.4
H 0.287077 2.099320 1.051939 -0.9 -1.1 -1.1
H -0.355260 0.411977 1.207642 0.0 1.2 -1.2
H 0.949106 0.032428 -1.276591 0.2 0.9 1.1
H 1.712177 -0.061799 0.369949 -0.8 0.9 -1.0
H 2.076049 2.739512 -0.074361 0.2 -1.2 -1.3
H 3.324445 1.444490 -0.330539 -1.4 0.3 -0.6
C 4.760657 1.688476 3.233081 0.0 0.0 0.0
Cl 4.296739 0.836484 4.712084 0.3 0.7 0.2
Cl 5.265383 0.534127 1.987710 -0.1 0.3 0.6
Cl 3.423975 2.690820 2.656830 0.1 -0.1 0.1
H 5.603083 2.338074 3.458058 -0.1 -0.1 0.0
C 6.621352 -0.499944 7.169547 0.0 -0.1 0.1
Cl 8.081409 0.397305 6.731209 -0.1 0.0 0.0
Cl 6.895896 -2.241898 7.032498 -0.1 0.1 0.0
Cl 6.098838 -0.078401 8.806013 0.0 0.0 -0.1
H 5.831015 -0.223283 6.476688 0.2 -0.1 0.1
C -1.317236 -5.905929 -4.429055 0.0 0.0 0.1
Cl -1.960202 -4.297848 -4.071133 0.1 -0.5 -0.7
Cl 0.346691 -5.793633 -5.021375 -0.1 0.0 0.0
Cl -1.398879 -6.940731 -2.997335 0.0 0.1 -0.1
H -1.928158 -6.352725 -5.209632 0.1 0.1 0.1
C 2.358883 -3.160268 -2.979907 0.0 0.0 0.1
Cl 3.465005 -3.499729 -1.642530 -0.2 -0.1 -0.1
Cl 0.820828 -2.554523 -2.359146 0.1 -0.1 -0.1
Cl 3.073689 -1.999063 -4.108148 0.0 -0.1 0.0
H 2.174519 -4.088569 -3.515183 0.0 0.2 0.1
C 1.646031 -2.468088 3.932977 0.1 0.0 0.0
Cl 1.641492 -2.675650 5.689433 0.0 0.0 -0.1
Cl 0.165782 -1.656536 3.398187 0.0 0.0 0.0
Cl 3.073301 -1.559150 3.418188 -0.5 -0.7 -0.2
H 1.681622 -3.452353 3.472250 0.0 0.2 0.1
C -7.642934 -2.737311 2.045156 0.0 0.0 0.1
Cl -6.207930 -1.876668 1.469671 -0.4 0.2 0.0
Cl -7.381852 -4.486128 1.990883 0.0 0.1 0.0
Cl -8.061394 -2.221416 3.683414 0.0 0.0 -0.2
H -8.473754 -2.494680 1.387110 0.2 0.0 0.1
C -2.044959 7.115804 -3.910016 0.0 0.0 0.0
Cl -3.699303 7.606601 -3.520010 0.1 -0.1 0.0
Cl -2.043183 5.898628 -5.193148 0.0 0.1 0.1
Cl -1.075109 8.518185 -4.381100 0.0 -0.1 0.1
H -1.600434 6.675771 -3.020988 -0.1 0.1 -0.2
C 6.271752 -0.820691 -2.272774 0.1 -0.1 0.0
Cl 7.712064 0.091290 -2.743623 -0.2 0.0 0.0
Cl 6.580492 -2.560893 -2.369730 0.1 0.2 -0.1
Cl 5.756350 -0.374112 -0.637456 0.1 -0.1 -0.7
H 5.468680 -0.573239 -2.963238 0.1 -0.1 0.1
```
Positions in Å, forces in eV/Å.

Calculated values
Kohn-Sham gap = 9.65 eV
lowest unoccupied orbital energy = -0.280 eV
energy = -379411.5851 eV
net charge = 0



(2)
ORCA calculation (the ωB97M-V functional and the def2-TZVPD basis) on a 5-piece molecular cluster, C29H34F19N4O10S overall.

Structure (XYZ):
```
97
Properties=species:S:1:pos:R:3:forces:R:3
C 3.281446 -4.276806 2.430434 -1.4 -0.9 0.0
C 1.713556 -4.097202 2.221037 -0.2 -0.2 0.3
C 0.725272 -5.347931 2.279577 1.1 0.6 0.8
N 1.246385 -2.858471 2.008059 1.1 -0.9 -4.7
C 1.178952 -2.527820 0.619305 0.2 1.4 -0.9
C 0.309973 -3.339964 -0.434725 1.4 1.5 -0.7
N 0.225601 -3.037272 -1.795491 0.7 -0.4 4.9
N 0.891566 -1.970037 -2.226254 2.3 2.6 -0.4
C 0.750822 -1.706072 -3.712775 -0.6 -0.5 -1.5
C 1.735550 -1.048464 -1.529076 -0.5 -1.1 3.4
C 2.464477 0.205965 -2.178288 0.0 -0.6 0.2
C 4.004010 -0.161892 -2.414083 1.4 -0.9 0.7
N 4.685955 -1.009670 -1.678943 -1.8 2.0 -2.2
C 1.951947 -1.305214 -0.014546 -3.5 -2.3 -1.9
S 3.011898 -0.343554 1.130231 7.1 -1.7 0.0
O 4.009267 -1.325184 1.722127 -3.8 2.0 -1.3
O 3.810032 0.768126 0.528564 -3.7 -1.4 0.9
C 1.992230 0.237758 2.620677 -1.4 -1.5 2.5
F 0.595314 0.137943 2.391997 3.0 0.7 0.2
F 2.261791 -0.664270 3.697056 -0.5 2.1 -2.7
C 2.441406 1.686795 3.155244 0.8 0.3 2.4
F 1.949334 1.769616 4.496137 1.0 -0.3 -3.1
F 3.854743 1.809323 3.279678 -3.5 -0.6 -0.8
C 1.809365 2.922155 2.347726 0.1 2.1 1.0
F 2.777080 3.950054 2.288293 -2.4 -2.6 -0.5
F 1.362961 2.551369 1.071608 0.9 1.0 2.9
F 0.760579 3.444317 3.146203 2.1 -1.4 -2.7
H 3.620949 -3.655172 3.334169 -0.5 -0.7 -1.5
H 3.782979 -3.916689 1.463073 -0.6 -0.3 1.5
H 3.469371 -5.394047 2.618237 0.0 1.7 -0.3
H 1.221821 -6.133273 2.952630 -1.0 1.0 -1.0
H 0.637196 -5.788359 1.224387 0.1 0.7 1.4
H -0.286129 -4.996838 2.696879 1.5 -0.6 -0.8
H -0.278259 -4.232619 -0.020836 0.8 1.6 -1.1
H 1.744363 -1.424432 -4.195884 -1.4 -0.3 1.0
H -0.053591 -0.917171 -3.921727 1.3 -1.0 0.6
H 0.398416 -2.658752 -4.256674 0.6 1.3 1.3
H 2.317004 1.077745 -1.435564 0.6 -1.4 -1.1
H 2.027923 0.566940 -3.163579 0.3 -0.7 1.3
H 4.531379 0.359325 -3.293222 -1.2 -0.5 1.2
H 5.644866 -1.054183 -2.074614 -0.6 0.0 0.5
C -0.832514 5.024297 -2.757528 0.3 -0.1 0.1
C -0.924825 4.632999 -4.219461 -0.8 0.2 0.5
O 0.381315 4.590788 -4.819667 1.1 -0.9 -0.2
C 1.099019 3.478153 -4.592833 -1.9 0.7 0.5
O 0.718885 2.544962 -3.929783 0.7 0.1 -0.4
C 2.436687 3.546744 -5.322795 1.7 0.4 -1.1
F 3.049199 4.735702 -5.167293 -0.5 -0.4 0.3
F 2.295530 3.362376 -6.648941 -0.4 -0.1 0.6
F 3.307715 2.609345 -4.895432 -0.7 0.1 0.2
H -0.292714 5.967929 -2.646663 -0.2 0.0 -0.1
H -1.828335 5.132239 -2.323964 0.1 0.0 -0.1
H -0.284488 4.274766 -2.181629 -0.1 0.0 0.0
H -1.495509 5.386886 -4.764861 0.4 -0.1 -0.1
H -1.442391 3.679106 -4.351218 0.3 0.0 0.0
C -4.898575 -2.871609 2.614697 -0.1 0.0 -0.3
C -3.870326 -3.982310 2.695434 -0.1 0.6 0.6
O -4.208764 -5.057684 1.803582 0.3 -0.5 -1.1
C -3.877705 -4.878618 0.510928 0.2 1.2 1.5
O -3.333737 -3.893476 0.079647 -0.2 -0.9 -0.2
C -4.249710 -6.109930 -0.310165 -0.9 -1.5 -1.2
F -5.486948 -6.560638 -0.029299 0.5 0.5 0.2
F -3.404826 -7.137364 -0.079989 0.1 0.6 0.2
F -4.219884 -5.877836 -1.633773 0.2 0.4 0.7
H -5.901828 -3.263871 2.798278 0.1 0.0 0.2
H -4.683134 -2.092447 3.347741 0.0 -0.1 0.0
H -4.911757 -2.416929 1.621365 0.1 0.0 0.1
H -3.863415 -4.402007 3.703439 -0.1 -0.3 -0.3
H -2.860445 -3.613869 2.492355 -0.1 -0.1 -0.2
C -10.631736 -0.316120 5.833625 0.3 0.1 0.1
C -10.537133 -0.706780 4.371793 -0.7 -0.3 0.5
O -9.493273 0.029894 3.713590 1.2 0.0 -0.4
C -8.241542 -0.432857 3.893410 -1.7 -0.8 0.8
O -7.962988 -1.396865 4.558259 0.4 0.7 -0.6
C -7.243744 0.410033 3.104542 1.2 1.3 -0.8
F -7.456604 1.732811 3.248363 -0.2 -0.6 0.2
F -7.307206 0.156371 1.780610 -0.3 -0.3 0.5
F -5.969187 0.188284 3.475533 -0.6 -0.3 0.2
H -10.758040 0.764741 5.934106 -0.1 -0.1 -0.1
H -11.474404 -0.817850 6.312843 0.0 0.0 -0.1
H -9.719707 -0.581347 6.373132 -0.1 -0.1 -0.1
H -11.468887 -0.451145 3.863438 0.3 0.2 -0.2
H -10.387792 -1.782847 4.249548 0.2 0.2 0.0
C 5.505643 4.252425 -1.322230 0.3 0.1 0.2
C 5.614402 3.856875 -2.782121 -0.6 -0.1 0.4
O 6.688601 4.560724 -3.421080 0.9 -0.1 -0.3
C 7.924271 4.059276 -3.217188 -1.4 -0.8 0.7
O 8.158201 3.088305 -2.546533 0.3 0.7 -0.6
C 8.962512 4.870028 -3.987577 1.5 1.2 -0.8
F 8.785354 6.198918 -3.846374 -0.3 -0.6 0.2
F 8.913788 4.614913 -5.311224 -0.4 -0.2 0.5
F 10.219815 4.609426 -3.592605 -0.8 -0.3 0.1
H 5.409022 5.336663 -1.225296 -0.1 -0.1 -0.1
H 4.640195 3.775741 -0.856525 0.0 0.0 0.0
H 6.400059 3.961985 -0.766741 -0.1 -0.1 -0.1
H 4.699487 4.138462 -3.305901 0.3 0.2 -0.2
H 5.734572 2.776161 -2.900614 0.2 0.1 0.0
```
Positions in Å, forces in eV/Å.

Calculated values
Kohn-Sham gap = 7.73 eV
lowest unoccupied orbital energy = -4.513 eV
energy = -119512.7314 eV
net charge = +1



(3)
ORCA calculation (the ωB97M-V functional and the def2-TZVPD basis) on C21H18AuBIN4O9 as an isolated structure.

Structure (XYZ):
```
55
Properties=species:S:1:pos:R:3:forces:R:3
Au 0.130500 -0.121034 -0.050081 0.2 -0.3 -0.2
O -6.823409 -2.764168 -1.675189 -0.2 0.0 -0.1
N -6.060895 -2.612658 -0.729958 -0.6 -0.2 0.1
O -6.415608 -2.702014 0.435869 -0.1 0.0 0.1
C -4.706732 -2.322786 -0.998387 1.4 0.3 -0.2
C -4.253448 -2.178864 -2.310469 -0.1 0.0 0.0
C -2.934106 -1.874980 -2.534468 -0.3 -0.1 1.0
C -1.999397 -1.628040 -1.485319 -0.2 -0.1 0.0
O -0.834142 -1.186565 -1.728598 0.4 0.0 -0.2
C -2.494867 -1.888466 -0.168871 -0.3 0.0 -0.4
C -3.803116 -2.203512 0.063673 -0.2 -0.1 -0.1
N -1.597189 -1.867987 0.942649 0.2 -0.5 -0.1
O -2.284755 0.428768 1.382175 0.3 0.1 0.0
O -1.080477 -3.019635 1.223924 0.0 0.3 0.0
N -2.448810 -1.761929 -3.897082 0.0 -0.1 -0.1
O -1.844073 -2.706872 -4.350078 0.3 -0.3 -0.1
O -2.692530 -0.742874 -4.502357 -0.1 0.4 -0.3
H -4.942477 -2.309928 -3.132199 0.0 0.0 0.0
H -4.150007 -2.377305 1.071113 0.0 0.0 0.1
C -5.587455 -3.652927 6.181599 0.0 0.2 0.0
C -5.712001 -2.177017 5.780273 -0.1 0.0 0.1
C -5.936545 -1.320677 7.034570 0.0 -0.1 -0.1
C -6.941166 -2.051821 4.875811 0.2 0.0 0.1
C -4.441085 -1.715967 5.080341 0.0 0.0 -0.1
C -3.187382 -2.049003 5.583634 0.0 0.0 0.1
C -2.025568 -1.701597 4.920902 0.0 0.1 -0.1
C -2.068166 -0.991192 3.730903 0.1 0.1 -0.2
O -0.934244 -0.741307 3.009858 -0.1 0.1 -0.1
B -1.345464 -0.632688 1.628112 -0.1 0.1 0.7
O -3.499278 0.166319 2.131838 -0.6 0.1 0.0
C -3.321556 -0.584441 3.255910 0.3 0.0 0.2
C -4.483343 -0.953381 3.922319 0.2 0.0 -0.1
H -6.521046 -3.998841 6.621908 -0.1 0.0 0.1
H -4.798985 -3.808609 6.911547 0.1 0.0 0.1
H -5.369796 -4.260832 5.307191 0.0 -0.1 -0.1
H -6.878701 -1.589589 7.509925 -0.1 0.0 0.1
H -5.968806 -0.265662 6.770518 0.0 0.1 0.0
H -5.134422 -1.468240 7.753322 0.1 0.0 0.1
H -7.796578 -2.528213 5.351873 -0.1 0.0 0.1
H -6.770356 -2.539116 3.920196 0.0 0.0 -0.2
H -7.197950 -1.011722 4.696725 -0.1 0.2 -0.1
H -3.097836 -2.608163 6.501669 0.0 -0.1 0.1
H -1.064337 -2.005813 5.302626 0.2 0.0 0.0
H -5.410417 -0.629379 3.484223 -0.2 0.0 -0.1
I -0.695721 3.050382 -0.193367 0.2 0.1 0.3
C 0.841501 2.496388 1.127548 -0.2 0.0 -0.7
C 1.225108 3.336608 2.147206 0.3 0.1 0.4
C 2.276970 2.949496 2.967719 -0.2 -0.3 -0.3
C 2.898552 1.731416 2.708491 0.0 0.4 0.1
C 2.459825 0.965196 1.653659 -0.1 -0.1 -0.2
N 1.435198 1.324853 0.861765 -0.1 0.2 0.4
H 0.718789 4.275774 2.294687 -0.1 0.1 0.0
H 2.600932 3.580792 3.780117 0.0 0.0 0.1
H 3.723748 1.392260 3.311883 0.1 -0.1 0.1
H 2.927169 0.026014 1.399226 0.0 -0.1 0.1
```
Positions in Å, forces in eV/Å.

Calculated values
ΔE to the lowest compared entry with this formula, charge and spin = 2.8823 eV
Kohn-Sham gap (alpha / beta) = 6.29 / 5.41 eV
lowest unoccupied orbital energy (alpha / beta) = 1.731 / 1.729 eV
energy = -58920.1326 eV
net charge = -1



One value per record, in order, for largest force on an atom: 4.9; 7.3; 1.4 eV Å⁻¹.